Entry 1:
A cluster of 9 separate species, C19H56N4O9 in total, computed with ωB97M-V with the def2-TZVPD basis set.

The calculation puts the energy above the lowest of the compared OMol25 structures with the same formula, charge and spin at 862.99 kJ/mol. The calculation puts the HOMO energy at -9.05 eV. The orbital gap is 9.27 eV. Its total charge is 0. As for the structure (SMILES): NC(N)=O.NC(N)=O.CC(C)O.CC(C)O.CC(C)O.CC(C)O.CC(C)O.CO.CO. As for the largest force on an atom: 14.8 eV/Å.

Each line ends with the Löwdin charge.
Atoms and positions in Å:
N1 -32.122 5.563 6.416  0.19
C1 -31.352 5.287 7.386  -0.64
N2 -31.244 3.985 7.617  0.14
O1 -30.658 6.213 8.121  -0.08
H1 -32.170 6.600 6.280  0.12
H2 -32.687 4.838 5.920  0.12
H3 -30.475 3.749 8.101  0.06
H4 -31.312 3.330 6.822  0.16
N3 -33.859 3.591 8.072  0.14
C2 -34.572 4.442 8.759  -0.65
N4 -33.962 5.581 8.771  0.20
O2 -35.722 4.261 9.410  -0.07
H5 -34.091 2.559 8.187  0.07
H6 -32.837 3.735 8.063  0.06
H7 -34.278 6.298 9.460  0.13
H8 -33.376 5.865 8.026  0.05
C3 -33.045 7.785 13.340  -0.03
C4 -32.915 6.801 12.175  -0.63
C5 -33.902 5.594 12.284  -0.02
O3 -33.154 7.425 11.127  -0.02
H9 -32.432 8.721 13.112  0.11
H10 -32.820 7.464 14.273  0.03
H11 -34.052 8.167 13.417  0.08
H12 -31.833 6.502 12.008  0.14
H13 -33.708 4.897 11.470  0.02
H14 -34.980 5.991 12.221  0.12
H15 -33.800 5.075 13.273  0.09
H16 -32.283 7.744 10.897  0.12
C6 -34.811 0.831 12.607  -0.03
C7 -33.815 0.831 11.512  -0.68
C8 -33.542 2.248 11.183  -0.05
O4 -32.753 0.215 11.660  0.05
H17 -35.342 -0.085 12.632  0.07
H18 -35.541 1.612 12.463  0.09
H19 -34.461 0.933 13.568  0.06
H20 -34.271 0.338 10.670  0.13
H21 -32.838 2.380 10.348  0.06
H22 -33.064 2.739 12.093  0.11
H23 -34.566 2.741 11.014  0.10
H24 -32.051 0.705 11.269  0.05
C9 -34.898 5.482 3.948  -0.01
C10 -35.254 4.893 5.289  -0.64
C11 -36.484 3.992 5.220  -0.02
O5 -34.309 4.145 5.641  -0.06
H25 -33.963 6.010 4.188  0.08
H26 -35.611 6.240 3.604  0.09
H27 -34.929 4.666 3.348  0.05
H28 -35.396 5.688 6.029  0.13
H29 -37.157 4.523 4.547  0.08
H30 -36.892 3.997 6.245  0.09
H31 -36.442 3.000 4.880  0.06
H32 -34.445 4.079 6.610  0.05
C12 -33.707 8.854 7.944  -0.03
C13 -34.080 8.165 6.645  -0.72
C14 -35.236 8.890 5.892  0.00
O6 -33.210 7.946 5.853  0.00
H33 -32.765 8.500 8.368  0.06
H34 -34.512 8.698 8.720  0.10
H35 -33.514 9.953 7.611  0.12
H36 -34.360 7.160 6.939  0.10
H37 -35.487 8.285 5.032  0.06
H38 -34.935 9.812 5.453  0.07
H39 -36.068 9.093 6.586  0.10
H40 -33.040 8.748 5.328  0.16
C15 -29.161 -0.334 8.417  -0.03
C16 -30.403 0.359 9.004  -0.64
C17 -31.668 -0.299 8.603  -0.04
O7 -30.454 0.380 10.254  0.02
H41 -28.843 -1.282 8.927  0.09
H42 -28.299 0.371 8.330  0.08
H43 -29.359 -0.774 7.394  0.09
H44 -30.425 1.327 8.607  0.10
H45 -32.481 0.292 9.012  0.05
H46 -31.803 -1.262 9.092  0.11
H47 -31.849 -0.409 7.515  0.10
H48 -29.639 0.561 10.688  0.13
C18 -30.940 4.249 10.628  -0.19
O8 -29.597 4.642 10.837  -0.10
H49 -31.588 4.887 10.056  0.05
H50 -31.355 4.168 11.592  0.06
H51 -31.027 3.273 10.227  0.04
H52 -29.496 5.545 11.195  0.09
C19 -35.837 1.192 8.056  -0.12
O9 -34.445 1.077 8.106  -0.17
H53 -36.288 1.670 8.969  0.10
H54 -36.320 0.227 7.996  0.08
H55 -35.963 1.847 7.099  0.11
H56 -34.170 0.833 7.205  0.11

---

Entry 2:
A structure of composition C20H38AlBr4CsF4N5O19P2S, computed with ωB97M-V with the def2-TZVPD basis set.

The calculation puts the HOMO energy at -7.23 eV. The orbital gap is 0.94 eV. Its total charge is +1. As for the largest force on an atom: 7.4 eV/Å.

Each line ends with the Löwdin charge.
Atoms and positions in Å:
C1 7.526 -0.051 1.763  -0.09
C2 6.330 -0.783 0.913  -0.27
O1 4.997 -0.147 1.058  -0.32
P1 3.778 -1.365 0.792  0.79
O2 4.243 -2.169 -0.526  -0.36
C3 2.004 -0.698 0.560  -0.22
C4 1.752 0.135 -0.834  -0.18
C5 1.491 1.764 -0.593  -0.14
N1 2.768 2.387 -0.052  -0.09
C6 2.904 2.647 1.439  0.08
C7 4.416 3.264 1.604  -0.17
P2 5.115 3.718 3.330  0.74
O3 4.723 5.195 3.765  -0.34
O4 6.882 3.647 3.256  -0.22
O5 4.527 2.629 4.599  -0.20
N2 5.053 3.369 0.235  -0.48
Br1 6.800 4.005 -0.184  0.87
C8 4.030 2.824 -0.772  0.05
O6 3.902 -2.530 2.104  -0.27
C9 2.798 -2.379 3.065  -0.38
C10 2.806 -0.945 3.890  -0.09
H1 8.550 -0.563 1.424  0.10
H2 7.659 1.093 1.558  0.06
H3 7.463 -0.218 2.933  0.08
H4 6.303 -1.915 1.290  0.14
H5 6.702 -0.844 -0.209  0.11
H6 1.294 -1.656 0.500  0.13
H7 1.609 -0.084 1.493  0.09
H8 0.729 -0.269 -1.294  0.13
H9 2.581 -0.054 -1.639  0.13
H10 1.181 2.251 -1.636  0.13
H11 0.613 1.848 0.192  0.15
H12 2.104 2.450 2.270  0.13
H13 7.174 2.678 3.143  0.08
H14 3.579 2.362 4.418  0.07
H15 4.103 2.712 -1.935  0.17
H16 2.969 -3.220 3.895  -0.20
H17 1.729 -2.582 2.621  0.13
H18 3.718 -0.279 3.571  0.09
H19 2.879 -1.137 5.066  0.07
H20 1.771 -0.382 3.739  0.07
O7 -1.157 2.480 -2.557  -0.09
H21 -2.100 2.627 -2.390  -0.29
H22 -0.903 3.219 -3.131  0.07
C11 9.577 -1.890 -3.117  -0.57
F1 8.639 -2.891 -3.108  0.08
F2 10.717 -2.453 -3.632  0.09
F3 9.150 -0.989 -4.059  0.08
S1 9.838 -1.119 -1.435  0.50
O8 10.287 -2.215 -0.566  -0.34
O9 8.530 -0.573 -1.046  -0.38
O10 10.860 -0.082 -1.631  -0.34
O11 11.901 0.961 -4.523  -0.06
H23 11.698 0.602 -3.679  -0.09
Al1 -3.800 2.926 -1.846  1.29
C12 -6.331 -1.639 -0.295  -0.06
C13 -6.251 -0.541 -1.319  -0.50
O12 -5.479 0.409 -1.199  -0.11
N3 -7.069 -0.619 -2.407  0.03
C14 -8.035 -1.644 -2.725  -0.05
H24 -5.622 -1.439 0.512  -0.05
H25 -7.337 -1.679 0.132  0.11
H26 -6.072 -2.597 -0.753  0.08
H27 -6.958 0.156 -3.052  0.14
H28 -7.761 -2.080 -3.688  0.09
H29 -9.015 -1.170 -2.811  0.07
H30 -8.074 -2.429 -1.968  0.09
C15 -5.315 1.171 2.298  -0.70
O13 -4.606 0.193 2.120  -0.02
N4 -5.666 1.603 3.523  0.17
N5 -5.809 1.905 1.284  0.15
H31 -6.248 2.406 3.689  0.11
H32 -5.315 1.079 4.314  0.12
H33 -5.570 1.614 0.346  0.02
H34 -6.395 2.713 1.411  0.10
C16 -0.246 1.446 5.012  -1.05
O14 -0.974 2.320 5.455  0.11
O15 -0.257 0.261 5.367  0.10
O16 0.615 1.610 4.140  0.04
C17 -10.113 -0.981 -6.632  -0.07
C18 -10.383 0.484 -6.674  -0.33
O17 -11.158 0.709 -5.517  0.15
C19 -10.756 -0.244 -4.631  -0.50
O18 -10.992 -0.210 -3.434  0.14
O19 -10.049 -1.242 -5.244  0.06
F4 -11.129 0.806 -7.754  0.09
H35 -10.920 -1.574 -7.076  0.16
H36 -9.172 -1.244 -7.124  0.15
H37 -9.484 1.108 -6.641  0.18
Cs1 2.442 -4.100 5.592  1.25
C20 -5.088 -4.769 2.450  -1.57
Br2 -6.647 -5.410 1.478  0.57
Br3 -3.586 -5.996 2.296  0.55
Br4 -4.602 -2.960 1.927  0.70
H38 -5.364 -4.733 3.509  -0.02

---

Entry 3:
A cluster of 5 separate species, CH11O4S in total, computed with ωB97M-V with the def2-TZVPD basis set.

The calculation puts the energy above the lowest of the compared OMol25 structures with the same formula, charge and spin at 72.19 kJ/mol. The calculation puts the HOMO energy at -3.33 eV. The orbital gap is 6.84 eV. Its total charge is -1. As for the largest force on an atom: 2.2 eV/Å.

Each line ends with the Löwdin charge.
Atoms and positions in Å:
C1 -2.280 0.779 -1.188  -0.58
S1 -2.755 0.141 0.622  0.04
H1 -1.635 0.071 -1.801  0.00
H2 -1.784 1.741 -1.063  -0.04
H3 -3.266 0.966 -1.687  -0.02
H4 -0.540 1.272 2.434  0.00
H5 -0.516 1.506 0.884  -0.03
O1 -0.115 1.764 1.745  -0.13
H6 -0.834 -1.661 0.943  -0.04
H7 -0.253 -2.069 -0.499  0.02
O2 -0.285 -2.299 0.424  -0.12
H8 2.783 -0.546 -0.718  -0.01
H9 2.808 0.299 -2.025  0.02
O3 3.211 -0.461 -1.599  -0.09
H10 1.724 0.336 1.197  0.06
H11 1.530 -1.281 1.199  0.03
O4 2.208 -0.558 1.133  -0.12

---

Entry 4:
An isolated molecule of C4H6N2OS, computed with ωB97M-V with the def2-TZVPD basis set.

The calculation puts the energy above the lowest of the compared OMol25 structures with the same formula, charge and spin at 159.89 kJ/mol. The calculation puts the HOMO energy at -8.73 eV. The orbital gap is 9.17 eV. Its total charge is 0. As for the structure (SMILES): N/C=N/C=C\C(=O)S. As for the largest force on an atom: 1.8 eV/Å.

Each line ends with the Löwdin charge.
Atoms and positions in Å:
N1 -3.187 -1.208 -0.444  0.13
C1 -2.108 -1.419 0.317  -0.26
N2 -1.031 -0.722 0.182  0.00
C2 0.012 -1.026 1.032  -0.17
C3 1.211 -0.401 1.036  -0.08
C4 1.666 0.702 0.166  -0.77
O1 2.781 1.165 0.282  -0.02
S1 0.545 1.362 -1.084  0.78
H1 -3.153 -0.503 -1.121  0.09
H2 -4.032 -1.767 -0.327  0.12
H3 -2.238 -2.200 1.055  0.13
H4 -0.144 -1.819 1.764  0.11
H5 1.964 -0.692 1.710  0.09
H6 1.481 2.238 -1.466  -0.13

---

Entry 5:
An isolated molecule of C4H7NO, computed with ωB97M-V with the def2-TZVPD basis set.

The calculation puts the energy above the lowest of the compared OMol25 structures with the same formula, charge and spin at 278.98 kJ/mol. The calculation puts the HOMO energy at -9.37 eV. The orbital gap is 10.41 eV. Its total charge is 0. As for the structure (SMILES): C1OC[C@H]2N[C@@H]12. As for the largest force on an atom: 1.1 eV/Å.

Each line ends with the Löwdin charge.
Atoms and positions in Å:
C1 -0.183 1.328 -0.415  -0.17
O1 -0.771 1.091 0.855  -0.13
C2 -0.683 -0.295 1.192  -0.15
C3 0.535 -0.818 0.382  -0.20
N1 -0.210 -1.144 -0.841  0.03
C4 0.584 0.082 -0.796  -0.24
H1 0.510 2.163 -0.274  0.12
H2 -0.923 1.600 -1.173  0.12
H3 -0.687 -0.453 2.278  0.11
H4 -1.601 -0.783 0.773  0.12
H5 1.488 -1.301 0.667  0.15
H6 0.167 -1.911 -1.362  0.09
H7 1.421 0.149 -1.484  0.14

---

Entry 6:
A structure of composition C24H38N2O5Re, computed with ωB97M-V with the def2-TZVPD basis set.

The calculation puts the energy above the lowest of the compared OMol25 structures with the same formula, charge and spin at 111.16 kJ/mol. The calculation puts the HOMO energy (spin up / spin down) at -15.31 / -15.03 eV. The orbital gap (spin up / spin down) is 7.48 / 7.27 eV. Its total charge is +2. Its multiplicity is 2. As for the largest force on an atom: 2.0 eV/Å.

Each line ends with the Löwdin spin population.
Atoms and positions in Å:
Re1 0.835 -0.489 -0.052  0.86
C1 -0.935 0.327 -1.304  0.00
C2 -1.508 0.051 -0.022  -0.01
C3 -0.761 0.871 0.933  -0.01
C4 0.133 1.678 0.135  0.00
C5 -0.053 1.433 -1.245  0.00
C6 0.367 2.329 -2.383  0.00
C7 -0.454 3.620 -2.178  0.00
C8 1.859 2.666 -2.330  0.00
C9 0.029 1.707 -3.737  0.00
C10 -0.878 1.124 2.447  0.00
C11 -2.312 1.517 2.828  0.00
C12 -0.416 -0.099 3.258  0.00
C13 0.040 2.282 2.864  0.00
C14 -2.864 -0.661 0.009  0.00
C15 -3.888 0.491 -0.133  0.00
C16 -3.187 -1.494 1.264  0.00
C17 -3.037 -1.578 -1.214  0.00
H1 -1.310 -0.068 -2.234  0.00
H2 0.728 2.483 0.533  0.00
H3 -0.154 4.144 -1.269  0.00
H4 -1.524 3.409 -2.125  0.00
H5 -0.282 4.283 -3.026  0.00
H6 2.160 3.039 -1.348  0.00
H7 2.083 3.443 -3.062  0.00
H8 2.448 1.786 -2.582  0.00
H9 -1.047 1.563 -3.858  0.00
H10 0.532 0.745 -3.868  0.00
H11 0.359 2.371 -4.534  0.00
H12 -3.026 0.708 2.696  0.00
H13 -2.645 2.383 2.252  0.00
H14 -2.323 1.798 3.881  0.00
H15 -0.957 -1.009 3.009  0.00
H16 -0.566 0.096 4.321  0.00
H17 0.649 -0.277 3.094  0.00
H18 -0.244 3.223 2.389  0.00
H19 1.091 2.066 2.658  0.00
H20 -0.051 2.422 3.941  0.00
H21 -3.928 1.116 0.756  0.00
H22 -4.875 0.058 -0.295  0.00
H23 -3.650 1.124 -0.990  0.00
H24 -2.594 -1.223 2.129  0.00
H25 -3.048 -2.559 1.071  0.00
H26 -4.235 -1.364 1.531  0.00
H27 -3.145 -1.022 -2.145  0.00
H28 -3.955 -2.151 -1.088  0.00
H29 -2.204 -2.282 -1.314  0.00
O1 2.451 -3.623 -2.643  0.00
C18 2.198 -2.495 -2.051  0.00
O2 1.140 -2.233 -1.495  0.01
C19 3.324 -1.525 -2.108  0.00
O3 2.882 -0.305 -1.538  0.01
C20 3.937 0.382 -0.846  0.00
C21 3.757 0.180 0.640  0.00
O4 4.649 0.295 1.418  0.02
O5 2.498 -0.122 0.955  0.06
H30 1.700 -4.243 -2.615  0.00
H31 3.632 -1.385 -3.147  0.00
H32 4.170 -1.954 -1.562  0.00
H33 3.853 1.447 -1.056  0.00
H34 4.925 0.040 -1.141  0.00
N1 0.202 -4.066 2.156  0.01
C22 1.517 -3.868 2.504  0.00
C23 1.903 -2.731 1.877  0.01
N2 0.823 -2.239 1.155  0.01
C24 -0.184 -3.075 1.350  0.01
H35 -0.385 -4.820 2.481  0.00
H36 2.063 -4.529 3.154  0.00
H37 2.850 -2.225 1.929  0.00
H38 -1.164 -2.986 0.919  0.00

---

Which value of total charge does entry 4 give? 0

---

Number 1 is which compound? C19H56N4O9

---

Number 3 is which compound? CH11O4S

---

What is the largest force on an atom in the fourth record? 1.8 eV/Å